# 1
# C88H122N23O28

17 unconnected molecules or ions with the total composition C88H122N23O28 at a distorted geometry (ωB97M-V/def2-TZVPD, OMol25).

## Properties
Net charge = +5

Geometry as XYZ:
```
261
C88H122N23O28 ωB97M-V/def2-TZVPD
C -6.69308 -22.21306 43.43318
N -6.86133 -31.18973 24.63158
H -6.95595 -33.97690 22.83770
C -1.56060 -21.01619 37.78963
H -10.56984 -15.34305 30.76799
H -3.80810 -17.79831 34.31364
N -7.38423 -15.36707 30.73181
C -5.97822 -32.08143 22.23828
C -5.86381 -19.00609 30.94882
N -2.28893 -23.54703 33.91663
H -7.32364 -24.96019 33.33227
O -7.98133 -25.49083 31.19908
O -2.32386 -18.38484 32.68404
H -3.48724 -24.98589 31.51640
C 0.13235 -19.34790 31.09921
H -2.97280 -18.77084 37.56234
C -3.64378 -17.08352 27.48622
H -4.89739 -21.96016 32.18280
N -5.51020 -19.98913 24.97247
H -7.83741 -21.72413 27.16591
C -1.37929 -17.58509 30.43056
H -12.62265 -16.85603 23.09373
C -9.23149 -19.22424 23.73769
C -7.18522 -22.38300 39.73893
H -4.51645 -24.12792 23.15658
H -4.83616 -29.73195 31.61478
N -3.88444 -33.47604 18.86060
C -10.93875 -22.18861 31.84006
C -7.29936 -30.76866 25.99476
O -4.57345 -26.35580 26.04669
H 0.57909 -18.53609 31.65959
C -6.80508 -21.02632 28.86631
C -6.06368 -28.99641 30.03087
H -0.25713 -22.05899 39.59625
C -3.46598 -33.79090 20.09205
H -3.83638 -33.55698 22.27275
C -6.58599 -15.47905 24.90332
O -8.77748 -20.63336 35.43205
H -6.76480 -31.34432 26.77250
C -5.87865 -24.26366 40.39353
H -10.59987 -17.76354 29.88891
H -10.13067 -24.05014 29.25522
N -6.32460 -23.11510 22.58299
H -4.59924 -16.97032 24.23066
H -9.48784 -19.64949 20.35375
C -5.70130 -30.78893 22.63952
H -10.66614 -13.98054 32.15920
C -8.10709 -21.04342 22.47047
C -6.11975 -30.35055 23.89084
N -6.53507 -22.67736 42.04961
N -10.78947 -22.41557 26.16773
O -7.69872 -15.36497 31.94896
H -6.60229 -19.96458 21.55871
O -1.32119 -23.28814 33.20345
H -3.79055 -27.27373 29.34391
O -6.32908 -20.92007 25.17828
H -4.99100 -24.15959 21.42082
H -6.48804 -31.47831 19.74806
N -10.61186 -17.63758 22.72203
H 1.45535 -22.24928 39.82560
H -6.16488 -14.53834 24.56832
C -6.88383 -20.94411 21.90911
O -8.41332 -17.64055 26.29275
C -6.88173 -24.07284 33.79339
H 3.50605 -22.64068 38.53702
O -7.67340 -21.22372 37.19520
C -7.19564 -32.47165 24.23986
O -5.81780 -19.15512 24.04884
C -6.59838 -23.98897 37.96985
C -10.41195 -16.21875 31.36948
C -2.67625 -17.68650 28.38446
O -5.50024 -28.18030 26.76506
C 0.67055 -22.31462 39.08337
N -7.66239 -20.97680 35.97422
H -9.74996 -18.88101 33.95469
C -4.88030 -32.55237 18.68388
H -5.09218 -18.64662 35.25665
H -4.61217 -23.92065 35.17434
C -2.08486 -18.93172 28.12669
H -1.76779 -26.11280 32.70880
O -1.23786 -18.94179 34.50736
H -2.74987 -35.01642 17.96353
H -5.40267 -17.11352 34.34770
C -1.23509 -19.47044 29.03140
C 2.05314 -21.67994 37.18230
H -9.85454 -16.53483 34.59089
H -5.11072 -30.15289 21.96911
C -5.76625 -16.07309 27.13860
C 0.52792 -23.70028 38.59362
H 3.79202 -20.91693 38.36953
H -11.30439 -14.40694 33.70699
N -6.72275 -24.13782 35.25733
C -5.67081 -18.26317 32.06805
H -4.61918 -20.63341 34.17210
H -5.52460 -30.74679 28.91552
N -4.20682 -27.77465 31.32802
C -10.45477 -14.52987 33.05026
C -10.43348 -21.52884 29.66204
C -7.86945 -24.09327 37.34005
H -7.69045 -21.80889 39.00330
C -5.57524 -20.33200 30.88674
H -11.55945 -15.88325 22.08688
H -3.89613 -29.43540 30.10515
C -5.53127 -23.98193 35.81570
C -7.14025 -21.94470 41.08127
H -5.93889 -23.95377 33.33000
H -6.05972 -21.37310 43.66255
H 1.43708 -24.06447 38.13750
H -5.86016 -17.18936 32.10419
O -1.59107 -16.87733 33.95486
C -4.56011 -16.81739 25.31295
H -1.05130 -17.03936 31.34123
H -4.79436 -26.30052 32.79784
H -5.47910 -25.27027 40.10264
C -6.51351 -23.90476 26.65757
H -10.29079 -21.78447 28.60982
C -5.19469 -27.18848 32.27014
H -0.25731 -21.83226 36.35765
C -10.20175 -18.53695 31.85780
H -5.09260 -21.96802 21.40458
H -5.44046 -27.98053 33.03145
H -7.51158 -15.27514 25.48957
C -3.11010 -33.99665 17.75610
C -11.57645 -16.52424 22.95705
H -6.53879 -31.13162 30.31024
H -9.69529 -19.59793 29.43473
H -2.36912 -19.46316 27.19276
C -3.58398 -17.30332 26.13300
O -8.18764 -15.25783 29.81238
H -11.27137 -16.05356 23.88364
H 1.37210 -19.22707 38.08166
H -4.53472 -23.65739 37.76438
N -7.62604 -25.15497 30.05615
N -8.49131 -18.59471 27.17382
C -5.43103 -23.93663 37.22679
C -3.01583 -25.73417 30.89865
C -5.34384 -24.20514 22.47178
H -7.36720 -24.46575 27.01610
C 3.43654 -21.81105 37.79889
O -5.87936 -27.42439 24.79606
C -9.56514 -19.24753 21.37512
O -10.96643 -22.10174 24.93881
H -2.30086 -33.34213 17.62236
O -4.35748 -19.89805 25.52928
C -9.01684 -19.85838 22.50638
H -5.59799 -24.48057 26.36412
H -7.73132 -22.04365 43.70223
H 0.33957 -24.37633 39.41020
O -7.80336 -23.98637 29.56872
C -6.33527 -30.41246 29.49391
C -4.67712 -29.06109 30.74203
C -6.54002 -23.50647 39.39524
H -6.87537 -28.60880 30.63996
H -11.03355 -20.64692 33.32062
H -10.87691 -24.57515 30.85632
H -6.03625 -28.34043 29.13082
H -2.74180 -16.11171 29.88769
O -8.87392 -19.75036 26.84267
H -8.79196 -19.56444 24.66925
C -4.85629 -18.06902 34.35490
C -4.70546 -16.37781 27.98042
C -9.95241 -18.15375 33.21080
C -8.37642 -22.16663 23.17421
C -7.86663 -24.16432 35.97026
H -0.29918 -19.99251 31.86252
C -4.10978 -33.33059 21.24698
C -5.73384 -21.22722 29.71238
H -2.43086 -28.77049 31.54152
C -0.17902 -21.07765 37.15431
H 0.01261 -20.17120 36.67837
C -5.15955 -23.22166 28.47143
H -2.45318 -25.15887 30.14517
N -5.29350 -27.29646 25.86454
C -10.81288 -20.91806 32.32919
H -8.36316 -30.83650 26.05191
H -7.80124 -33.04498 24.94083
H -3.73616 -34.03412 16.84724
C -2.03066 -18.74610 38.17318
H -9.50392 -14.20940 33.53274
N -1.71333 -18.05407 33.72747
C -4.06660 -26.70834 30.25504
O -11.68304 -22.20820 27.01175
H -7.44424 -20.19423 28.85129
C -6.74686 -32.94025 23.05047
H -7.50555 -20.98398 41.40766
N -10.71884 -22.46389 30.52292
H -1.83606 -22.00140 38.17792
C -5.20159 -32.47748 21.08377
O -3.48571 -23.54609 33.41134
C -7.47146 -23.18308 23.28057
H -7.51333 -23.18097 33.62151
H -6.05128 -27.01360 31.67550
H -7.71565 -24.08549 23.87302
O -6.20301 -15.60930 30.39888
O -8.18845 -18.32869 28.38017
C -4.95838 -22.37953 29.55493
C -2.38506 -17.10143 29.59067
H 2.22350 -20.19953 39.35039
H -4.88700 -16.18091 29.03584
H -4.57888 -24.09454 28.24948
H -5.92585 -29.40183 24.34004
H -4.15757 -22.55910 30.24133
O -9.69382 -22.94861 26.56500
C -10.20402 -20.23184 30.11461
O -6.55664 -21.06504 35.28532
H -2.19521 -20.86864 36.95051
H -11.83149 -23.91696 29.52741
H 1.80522 -22.60066 36.67900
N -0.87375 -18.76864 30.18395
C -10.37387 -17.54086 30.91673
N -5.18059 -18.86171 33.15099
H -0.89005 -20.48012 28.88970
H -5.11654 -32.26976 17.66853
H -2.73992 -17.82212 25.67376
H -7.00813 -29.72824 26.15012
H -5.02745 -26.23446 30.03686
H -9.35690 -22.33370 23.57628
N 0.95566 -21.30111 38.05029
H -5.81730 -25.18592 22.55315
H -6.34640 -23.05743 43.99278
C -10.00392 -18.10006 23.79464
H -7.27493 -30.43390 28.93863
H -6.84229 -16.14709 24.11807
H -2.94366 -28.10017 33.09909
C -2.85474 -27.92361 31.99878
H 0.95231 -19.86261 30.57404
C -10.36336 -18.13480 21.50382
H -6.71222 -15.64446 27.48411
N -5.58870 -16.13139 25.85811
H -2.59888 -34.45720 20.08832
C -10.89088 -23.86908 30.03030
H -8.84229 -24.06964 37.85307
H 0.47444 -19.87229 39.45957
C -5.16440 -20.94277 32.06104
H -6.70949 -23.27555 25.86415
C -10.43662 -19.89063 31.43014
O -1.67809 -20.03680 38.79491
H -10.89919 -17.69822 20.63825
H -10.14663 -17.63676 24.76956
C -2.11720 -26.60553 31.78396
C -10.08164 -16.84102 33.57598
H 4.18336 -22.00489 37.01826
O -2.18786 -23.79551 35.15352
H -11.08841 -23.03080 32.47743
H -1.26519 -18.43071 37.46260
H 2.22513 -20.87426 36.50816
N -10.38418 -15.90010 32.66425
C 1.30654 -20.06628 38.78653
C -6.01484 -23.87503 41.71719
C -7.05199 -21.94375 27.87078
N -6.17525 -22.97645 27.70076
C -5.60382 -32.08313 19.80779
H -2.14458 -18.06022 39.00934
H -6.32458 -18.56557 30.07185
H -0.29458 -23.80147 37.90735
H -5.61742 -24.43058 42.52409
C -6.06004 -22.01122 21.85549
H -1.17925 -26.83539 31.27082
C -5.00281 -20.20480 33.22396
H -8.80234 -24.02499 35.39647
O -7.07461 -25.99912 29.33184
```

Mulliken atomic charge list, values in e, 8 entries:
1. C -0.903
2. N 0.177
3. H 0.526
4. C -0.668
5. H 0.235
6. H -0.018
7. N 1.045
8. C 0.755



# 2
# C21H41HgIN2Si4Te

A molecular structure, C21H41HgIN2Si4Te at a distorted geometry (ωB97M-V/def2-TZVPD, OMol25).

Geometry as XYZ:
```
71
C21H41HgIN2Si4Te ωB97M-V/def2-TZVPD
C -1.97490 -1.36908 -0.35903
H 1.69259 -2.94773 -1.19772
H 2.56538 -0.39055 4.86414
H 5.32134 -0.00114 -0.13163
H -3.61271 2.59428 -0.12777
C 4.42202 -1.67548 2.55044
H 2.68852 -3.76579 3.04462
H -5.19541 5.85567 -2.42473
C 2.00449 -3.49387 -0.28671
C -2.14287 3.36127 -5.75662
C -3.79890 4.56581 -3.47390
H 3.73887 0.45083 -0.84975
C -2.95507 3.49244 -3.34504
H 1.10033 -0.54093 5.86606
N -1.36951 1.79076 -4.16567
C 0.25324 1.73264 3.65975
H 4.32633 -2.68354 2.10137
H -0.39040 1.96948 4.53128
H -0.20606 2.18062 2.75896
Si 1.26372 -0.70686 1.45481
C 4.24725 -0.28661 -0.19555
H -1.21468 -3.77574 0.00376
H -3.85218 5.01460 -4.43745
C -0.70935 1.07621 -5.08686
H -0.09475 -2.25145 -0.97730
H -2.05064 -0.47586 2.94489
C -3.68222 3.21367 -1.02525
Si 0.97992 -3.10724 1.27747
H 1.65719 -1.92378 4.88969
C 3.86139 1.35790 2.43732
H -0.07202 0.94640 -7.13741
H -5.07243 4.60327 -0.22596
H 3.46383 1.42330 3.46341
H -1.73100 -0.76647 4.67383
H -1.36376 3.05460 -7.75742
I -4.13488 -0.29862 -3.42880
Te 0.60625 1.17418 -0.11267
H -1.46072 -2.09030 -2.09848
H -0.31095 -0.87702 -1.90071
Hg -2.02810 1.01281 -2.03910
C 1.54963 -0.82478 4.89674
H 5.50306 -1.42563 2.56229
H -1.35609 -2.04423 3.47905
H -0.64130 -4.94301 1.30203
C -0.77199 -3.82457 1.04311
H 4.95604 1.49802 2.50020
H 1.48350 -5.05246 2.75742
H 3.08492 -3.27918 -0.14999
H -1.51712 -3.44023 1.74802
H -2.76805 4.20972 -5.93704
C -2.12434 2.88666 -4.43382
H 3.44615 2.20713 1.87153
H 4.20267 -1.26546 -0.71750
H -0.23274 0.14176 -4.80773
H -1.68774 -1.52604 0.64277
C -1.39237 2.70146 -6.71204
H 1.22895 2.23251 3.81750
N -2.96061 2.92590 -2.11396
H 1.05689 -3.65120 3.76484
C -0.65973 1.52782 -6.40248
C -4.51003 4.33009 -1.11902
Si 3.57249 -0.30466 1.56520
C 1.61547 -3.94891 2.85063
H 4.08766 -1.74601 3.60416
Si 0.38811 -0.15626 3.54539
H -2.69123 -0.47688 -0.31385
C -0.85932 -1.62201 -1.33260
H -2.79580 -2.04073 -0.68635
H 1.89993 -4.57655 -0.50282
C -1.33236 -0.94528 3.64988
C -4.54381 4.99031 -2.35180
```

Mulliken atomic charge list, values in e, 8 entries:
1. C -0.227
2. H 0.366
3. H 0.213
4. H 0.355
5. H 0.423
6. C -1.026
7. H 0.286
8. H 0.395



Number 1: frontier orbital gap 5.55 eV, E_HOMO -14.68 eV. Number 2: frontier orbital gap 5.43 eV, E_HOMO -6.56 eV.